# 1
Below is a 2-piece molecular cluster, C4H9N2O overall, with properties calculated with wB97M-V/def2-TZVPD.

Structure (XYZ):
```
16
Properties=species:S:1:pos:R:3
H 1.2909 0.7933 1.3000
H -0.3336 -2.7588 -1.1054
C 1.9816 -0.5319 -0.2017
H 2.7948 -0.8956 -0.8082
H 3.0306 0.9698 0.7880
C 0.6496 -2.3210 -1.0037
N -1.8584 2.2041 -0.0564
H -1.9827 1.3090 1.7780
N 0.7465 -1.2125 -0.3894
H -1.8418 2.1080 -1.0626
H 1.5274 -2.8097 -1.4060
H -2.3627 3.0090 0.2859
C 2.0937 0.4497 0.6656
H -0.1426 -0.7650 -0.0378
O -1.4987 -0.0106 0.3287
C -1.7832 1.1221 0.7183
```

Results
**Spin multiplicity**: 1
**Net charge**: +1
**E_LUMO**: -4.62 eV
**Electronic energy**: -342.302578 Ha



# 2
Below is C28H40F5NO3PtTe as an isolated structure, with properties calculated with wB97M-V/def2-TZVPD.

Structure (XYZ):
```
79
Properties=species:S:1:pos:R:3
H -3.2579 2.0927 -1.2443
H -2.2417 -3.1844 2.9688
H 2.4358 -3.9192 2.6097
C -1.7513 3.6036 -1.7423
H -0.2801 -2.7587 4.8945
Te 4.9911 -1.0034 1.6881
H -1.9237 3.4507 0.4322
C 0.3098 -3.9560 3.1664
H -0.9592 -5.6261 2.5644
H -3.9025 3.5445 -2.0071
H 3.4803 0.3940 -3.9367
C 0.5652 2.8832 -2.6503
H -2.6355 4.9157 -0.2560
C -0.5787 1.5103 -1.0455
O 1.7292 -2.3943 1.1087
C -0.2071 -1.2379 0.3890
O 2.7614 0.2382 -1.7175
H 1.4684 -5.0616 1.6723
C 3.2393 1.3046 -4.4827
F 6.7007 -1.6146 1.3384
C 2.6481 3.7094 -4.3921
C -0.5729 2.6306 -1.8177
H 1.3393 -2.3879 4.2730
H -0.8762 4.7627 -0.1160
C -0.3113 -2.9553 2.1793
Pt 2.4761 -1.1637 -0.2757
H 3.8911 3.5952 -1.9461
O 4.3756 -1.8004 0.1530
C -4.5238 -2.5252 2.4115
H -4.2528 -2.7221 -0.3463
C -1.6051 -1.0704 0.4460
H -5.5650 -1.6330 0.1292
C -1.7976 4.2181 -0.3343
C 1.7194 0.9693 -1.8224
C -4.1111 -0.1163 1.9379
H -0.1946 -5.8052 4.1484
H 4.4191 1.9101 -2.0435
H -1.6049 4.3616 -3.7871
H -4.1279 -0.9857 -0.6547
C 1.6969 2.1202 -2.6798
H 4.1019 1.5700 -5.0982
H 1.8690 -5.4154 3.3556
F 5.2841 0.6132 0.8136
H 0.5349 3.7611 -3.2777
H 4.9673 3.0790 -3.2500
H 3.5324 3.9125 -4.9977
H -3.6923 0.6202 1.2471
C -0.6768 -5.0937 3.4761
C 0.5229 0.6264 -1.0704
H -3.6615 0.0496 2.9195
C 2.9128 2.4709 -3.5355
F 3.3997 -0.2912 2.3587
H -1.5861 -4.7555 3.9745
H -5.1862 0.0660 2.0167
H -2.5111 5.3864 -2.6741
H -0.7534 5.3557 -2.5891
C -1.6378 4.7383 -2.7617
N 0.6549 -0.5364 -0.3926
H 1.8057 3.5628 -5.0733
H -1.3934 1.3288 -0.3649
F 4.6881 -2.4742 2.7771
C 4.1202 2.7746 -2.6310
H 1.0668 -3.8716 5.1968
C -4.4796 -1.7336 0.0589
C -1.6487 -2.6640 2.2319
C -3.8476 -1.5494 1.4468
F 5.7664 -0.1810 3.1535
H -5.6010 -2.3492 2.4022
C 1.6027 -4.6159 2.6604
H 2.4572 4.5963 -3.7823
C -2.3353 -1.7638 1.3635
H 2.3975 1.1029 -5.1504
H -3.0336 2.3468 -2.9804
C -3.0615 2.8472 -2.0099
H -4.3521 -3.5651 2.1221
H -4.1804 -2.3888 3.4398
C 0.4579 -2.2267 1.2203
H -2.0950 -0.4334 -0.2713
C 0.6251 -3.1931 4.4624
```

Results
**Spin multiplicity**: 1
**E_LUMO (alpha / beta)**: -2.58 / -2.62 eV
**Electronic energy**: -2258.102331 Ha



# 3
Below is C19H43P3PtSSe as an isolated structure at a distorted geometry, with properties calculated with wB97M-V/def2-TZVPD.

Structure (XYZ):
```
68
Properties=species:S:1:pos:R:3
H 3.5149 -0.4941 2.0689
P 2.0871 -0.5379 0.1209
H -2.7606 -0.4720 -2.0573
H -0.2950 -1.9964 5.9718
H 0.2943 3.9248 1.7398
H 0.2101 -1.4044 -4.9289
H -3.2823 0.1833 2.4917
H -4.1847 -0.8213 -1.0542
C -2.8906 1.7668 0.0529
S -0.2429 -2.0503 3.5384
H -0.5726 3.2199 0.3514
H -2.5824 -1.4288 2.1873
C -1.1499 1.8615 3.2259
H -1.5048 -1.8590 -3.0771
C -0.5637 -1.2987 5.1666
H -0.5131 -3.4031 -3.1585
H 3.1615 1.6170 0.6052
H 0.4917 -3.8822 4.9145
Se -1.0452 3.1165 -3.3459
H 1.2017 3.0959 0.4453
H -2.8083 -1.9385 -1.0429
H 3.4949 -2.0742 1.2079
H -1.1834 -4.1361 4.2792
C -0.7881 -2.5204 -2.5758
C 1.3024 0.0735 -6.1062
H 2.2893 1.6907 -7.0682
C 1.5686 1.4360 -6.2762
H -2.1113 2.1575 2.7886
H 2.1408 -1.6513 2.3167
H 0.1337 3.7838 -2.7717
H 1.6497 0.6013 3.6432
P -2.3904 0.0319 0.2660
H -0.6136 -1.4601 -0.7640
H 2.1064 -2.6786 -0.9250
C -3.0950 -0.8845 -1.1018
C -0.1722 -3.7784 4.0488
H 0.2432 -4.3463 3.2109
H -1.2884 0.9886 3.8846
Pt -0.1277 -0.0896 0.3890
C 0.2767 3.0872 1.0314
P 0.1345 1.5356 1.9528
H -2.4359 2.1689 -0.8643
H 0.0585 -3.2256 -0.7573
H 1.1783 3.4425 -5.6199
H -3.9840 1.7882 -0.0489
C 0.0119 1.9720 -4.4659
C -0.1937 0.5919 -4.2730
H -1.6320 -1.0393 5.2343
C 2.9490 1.0137 -0.2912
H 1.9179 -1.3407 -2.1233
H 2.5443 1.6745 2.5016
C 1.6080 1.5322 3.0573
C 2.4483 -1.6783 -1.2241
C 0.4350 -0.3489 -5.0898
C -3.1600 -0.6074 1.7477
H -0.7913 2.7032 3.8477
H -2.6068 2.3975 0.9060
C 0.9316 2.3940 -5.4677
H 2.3547 1.5980 -1.0135
H 0.0582 -0.3964 5.2590
H -4.1483 -0.9741 1.4511
C 2.8733 -1.2522 1.5931
H 1.7208 -0.6474 -6.8074
C -0.3429 -2.3840 -1.3246
H -0.8554 0.2698 -3.4637
H 3.5297 -1.6917 -1.4120
H 3.8936 0.6973 -0.7603
H 1.5020 2.3766 3.7628
```

Results
**Spin multiplicity**: 5
**Net charge**: +4
**E_LUMO (alpha / beta)**: -10.91 / -15.62 eV
**Electronic energy**: -4691.056338 Ha



# 4
Below is C4H4O5Tm as an isolated structure at a distorted geometry, with properties calculated with wB97M-V/def2-TZVPD.

Structure (XYZ):
```
14
Properties=species:S:1:pos:R:3
O -0.1893 -0.0999 1.5934
Tm 0.7187 -2.3479 3.7633
H 2.5309 -0.6466 1.1997
H 1.6152 -0.7092 -0.3080
O 0.8712 2.1821 2.9555
C 0.4801 -1.3937 1.4573
O 0.7980 0.2435 4.1338
O -1.0932 -0.1971 -0.7161
C 1.7662 -1.2263 0.6572
O -2.1882 1.0039 0.8010
H 2.1960 -2.2159 0.4330
C -1.2743 0.2993 0.3857
C 0.6165 1.0809 3.2926
H -0.1900 -2.0344 0.8587
```

Results
**Spin multiplicity**: 4
**E_LUMO (alpha / beta)**: -1.17 / -2.67 eV
**Electronic energy**: -1616.044280 Ha



# 5
Below is a 2-piece molecular cluster, C2H7N3O overall at a distorted geometry, with properties calculated with wB97M-V/def2-TZVPD.

Structure (XYZ):
```
13
Properties=species:S:1:pos:R:3
C -0.0565 0.1814 1.9082
H -1.1535 0.7175 0.2100
H 1.1568 -1.2595 1.9343
O -0.6917 1.0239 -1.6214
H -0.2497 0.2955 2.9818
C -0.1009 0.1017 -2.1447
H 1.2208 -0.4261 -0.6818
N 0.9937 -0.5293 -1.6730
H -0.4071 -0.3421 -3.1111
H -1.6666 1.4132 1.6902
N -1.0583 0.7655 1.2227
H 1.1385 -1.4510 -2.0514
N 0.8745 -0.4909 1.3363
```

Results
**Spin multiplicity**: 1
**E_LUMO**: 1.02 eV
**Electronic energy**: -319.921497 Ha



# 6
Below is C31H43BN9PtS3 as an isolated structure, with properties calculated with wB97M-V/def2-TZVPD.

Structure (XYZ):
```
88
Properties=species:S:1:pos:R:3
C -3.6570 -4.3494 -2.1790
H -2.0575 1.2687 5.7080
C -2.4865 -2.5775 -0.6605
H -3.4032 -6.4236 -1.8445
N 2.5615 1.5811 -1.7311
C 1.4489 -0.7052 -4.3657
C -2.8528 5.5922 -0.8457
C -1.1235 -0.6616 5.3923
S -1.2928 1.2837 -2.3520
N -1.6387 -0.7648 3.9853
C -1.1376 -2.0684 5.9939
H -1.7339 0.3556 7.1869
H 2.9668 2.2408 -2.3755
H 4.8107 2.8013 -1.1682
C 5.0807 2.1413 0.8569
H 1.4815 -0.7971 -5.4428
H 0.3241 -2.2156 -1.5538
H -4.9012 -1.9877 -2.7694
C 3.3705 0.6957 1.6490
H -2.6715 3.2678 -3.3754
H -3.4983 -3.5417 -4.1983
H 0.3702 0.9077 5.1215
H 5.0649 1.2189 2.8187
H 0.9953 -0.7346 4.8966
C 2.0366 0.3794 -3.7534
H -3.2700 -5.2909 -4.0814
H -4.1143 3.9583 -2.6100
C 0.8364 -1.6846 -3.5847
N -2.3949 3.1822 -0.6631
H -3.0823 1.6141 2.1174
N -2.2284 1.1631 0.1780
H -5.5975 -4.4927 -1.2208
C -4.1363 -1.9000 -2.0228
C -0.7915 4.6345 -1.8384
H -3.3874 -5.4884 -0.3436
C -2.2701 4.3744 -1.5562
C -3.0698 -4.3388 -3.5891
S -1.2834 -3.4251 0.1633
C -5.1729 -4.5618 -2.2231
H -5.6894 -3.8554 -2.8703
C -1.1519 -0.3356 2.8018
H -2.2987 5.8385 0.0607
N 2.6881 0.8175 0.4891
C -1.9820 1.9128 -0.9447
C -3.0611 4.1293 -2.8397
C -2.7928 1.9794 1.1490
H -0.7157 -2.0260 6.9975
N -2.0133 -0.6855 1.8419
H 6.0110 2.6748 0.9972
H -4.0004 0.2102 -1.4689
B -1.9030 -0.2913 0.3723
C -2.8607 -1.3856 3.7375
C -3.0807 -1.3435 2.4136
H 0.5941 -0.1487 6.5132
H -2.9916 5.0047 -3.4858
H -2.7790 6.4405 -1.5251
H -3.8824 -1.7444 1.8204
S 0.2688 0.5860 2.4694
C 0.2974 -0.1219 5.4647
C 4.4160 2.2252 -0.3426
C 1.9670 0.4858 -2.3687
C 0.7997 -1.5070 -2.2240
N -2.6842 -1.2195 -0.5212
H -0.2536 4.8258 -0.9080
H -0.6494 -0.6772 -0.0138
H -1.9884 -4.2004 -3.5416
H -0.3311 3.7914 -2.3492
N 1.3367 -0.4209 -1.6320
H 0.3799 -2.5570 -4.0271
C -2.0644 0.2722 6.1516
H -3.9090 5.4660 -0.6035
H 2.8963 0.0734 2.3928
C 3.2173 1.5247 -0.5095
H -1.9713 -5.4903 -1.3873
C -3.6965 -0.8153 -1.3809
C 4.5607 1.3380 1.8716
C -2.8970 3.2141 0.6361
H 2.5461 1.1388 -4.3309
H -3.0886 -0.1009 6.1549
H -0.7077 5.5189 -2.4717
H -3.2871 4.1057 1.0853
H -0.5340 -2.7501 5.3943
Pt 0.7906 0.0443 0.2950
C -3.0553 -5.4992 -1.3803
H -2.1423 -2.4781 6.0807
H -3.4507 -1.8210 4.5202
H -5.3747 -5.5601 -2.6101
N -3.3996 -2.9999 -1.5809
```

Results
**Spin multiplicity**: 1
**Net charge**: +1
**E_LUMO**: -2.35 eV
**Electronic energy**: -3038.657240 Ha